1.
{
  "formula": "C9H33N10O8",
  "method": "ωB97M-V with the def2-TZVPD basis set",
  "total_charge": -1,
  "de_lowest_kj_mol": 730.9,
  "homo_ha": -0.139,
  "species": ["O", "H", "C", "O", "N", "N", "H", "H", "H", "H", "C", "O", "N", "N", "H", "H", "H", "H", "C", "O", "N", "N", "H", "H", "H", "H", "C", "O", "N", "N", "H", "H", "H", "H", "C", "O", "N", "N", "H", "H", "H", "H", "C", "C", "O", "H", "H", "H", "H", "H", "H", "C", "C", "O", "H", "H", "H", "H", "H", "H"],
  "positions_angstrom": [[-0.8256, -0.2401, 0.9123], [0.0120, -0.7376, 0.9867], [5.8700, -0.3516, -2.8653], [6.3950, -0.2374, -1.7783], [6.3616, -1.1476, -3.7369], [4.7657, 0.1727, -3.2641], [5.7132, -1.5484, -4.3995], [7.1865, -1.7074, -3.5746], [4.3344, -0.2412, -4.0782], [4.2922, 0.7066, -2.5493], [3.2709, 1.3558, 4.6653], [4.2584, 1.5881, 5.3577], [2.0349, 1.5103, 5.0813], [3.3119, 0.8601, 3.4660], [1.8228, 1.6671, 6.0562], [1.2946, 1.2558, 4.4431], [4.1638, 0.4396, 3.1233], [2.4382, 0.7493, 2.9717], [-2.0898, 2.2869, -6.2669], [-0.8634, 2.4905, -6.1596], [-2.9030, 1.6792, -5.4762], [-2.6901, 2.7604, -7.2910], [-2.3273, 1.3440, -4.7171], [-3.7851, 1.2733, -5.7538], [-2.2527, 3.4286, -7.9093], [-3.6684, 2.5135, -7.2459], [-1.3286, -4.1802, -2.7467], [-1.3289, -4.9156, -3.6806], [-0.4983, -3.2127, -2.5512], [-2.2981, -4.1553, -1.8909], [0.2404, -2.9217, -3.1755], [-0.5798, -2.6607, -1.7093], [-2.2626, -3.4037, -1.2171], [-3.1512, -4.5869, -2.2163], [-6.6199, 0.7994, 1.4250], [-7.8264, 0.9578, 1.5343], [-5.9549, 0.6751, 0.3127], [-5.8748, 0.8402, 2.4341], [-4.9483, 0.6515, 0.3916], [-6.3957, 0.6083, -0.5936], [-6.2343, 1.0675, 3.3501], [-4.9040, 0.6769, 2.2083], [1.8415, 6.4519, 0.6638], [0.7940, 5.7080, -0.2169], [-0.3720, 5.4236, 0.4529], [2.8309, 6.2337, 0.2617], [1.7848, 6.1603, 1.7125], [1.6692, 7.5262, 0.7289], [1.1853, 4.7460, -0.5478], [0.6407, 6.3228, -1.1038], [-0.3766, 4.4760, 0.6067], [0.8711, -6.6026, 5.3890], [0.3846, -5.1809, 5.0933], [-0.8723, -5.0460, 4.4432], [1.8975, -6.5973, 5.7557], [0.8751, -7.1536, 4.4485], [0.2167, -7.0182, 6.1553], [0.9962, -4.6777, 4.3443], [0.2554, -4.6320, 6.0261], [-0.7770, -4.2507, 3.9141]],
  "forces_ev_per_angstrom": [[0.47, -0.38, -0.02], [-0.50, 0.28, -0.04], [1.66, -0.42, 3.69], [0.44, 1.28, 1.50], [2.42, -4.27, -4.88], [-3.70, 2.46, -0.43], [0.50, -0.01, -0.17], [-0.31, 0.34, 0.41], [-0.48, 0.77, 0.43], [-0.54, -0.14, -0.54], [2.25, 0.30, 2.52], [0.18, 0.02, 0.12], [-3.26, 0.75, 1.24], [0.51, -1.31, -3.76], [0.19, 0.12, -0.43], [-0.18, 0.07, 0.58], [-0.30, 0.36, -0.05], [0.50, -0.35, -0.34], [5.51, 1.84, -1.16], [-0.90, -0.75, 1.30], [-0.54, -2.45, 4.21], [-3.11, 1.44, -4.05], [-0.98, -0.79, 0.52], [0.46, -0.02, 0.36], [-0.36, -0.39, 0.13], [-0.04, 1.10, -1.29], [-0.27, -0.05, -1.60], [0.47, -2.55, -3.03], [4.02, 3.78, 1.03], [-3.31, -0.40, 3.24], [-0.30, -0.65, 0.05], [0.20, 0.21, -0.19], [-0.92, -0.31, 0.07], [0.11, 0.16, 0.60], [-5.05, 0.95, -1.45], [-1.55, -0.15, -0.66], [1.82, -0.62, -3.72], [4.59, -0.13, 5.07], [-0.20, -0.10, -0.76], [0.09, 0.04, 0.49], [0.31, -0.20, -0.38], [0.15, 0.17, 1.40], [-0.52, -0.33, -0.06], [1.97, 0.30, 0.08], [-1.55, 0.01, 0.66], [0.11, 0.26, 0.16], [0.09, -0.58, -0.09], [0.00, 0.10, -0.51], [0.57, 0.16, -0.26], [-0.41, -0.03, -0.13], [-0.30, 0.04, 0.16], [-0.62, 0.79, -0.57], [0.16, 0.61, -0.32], [-0.89, -0.97, -0.14], [-0.06, 0.22, 0.12], [-0.24, -0.36, 0.21], [0.07, -0.43, -0.23], [1.22, 0.00, 0.85], [0.76, 0.22, 0.15], [-0.41, -0.05, -0.10]]
}

***

2.
{
  "formula": "C21H33ClIrN2O3Si",
  "method": "ωB97M-V with the def2-TZVPD basis set",
  "s2": 0.76,
  "total_charge": 2,
  "spin_multiplicity": 2,
  "de_lowest_kj_mol": 0.0,
  "homo_ha": [-0.523, -0.524],
  "species": ["Ir", "Cl", "C", "C", "C", "C", "O", "C", "C", "O", "C", "H", "H", "H", "H", "N", "C", "N", "C", "C", "O", "C", "C", "H", "H", "H", "H", "H", "H", "H", "H", "C", "Si", "C", "C", "C", "C", "C", "C", "C", "C", "H", "H", "H", "H", "H", "H", "H", "H", "H", "H", "H", "H", "H", "H", "H", "H", "H", "H", "H", "H", "H"],
  "positions_angstrom": [[0.5130, -0.4971, -0.7383], [3.3456, -5.7432, -4.9243], [2.4736, -4.4948, -4.1404], [1.4219, -3.8539, -4.8075], [0.7037, -2.8497, -4.1956], [1.0219, -2.4404, -2.8991], [0.2788, -1.4633, -2.3784], [2.0827, -3.0869, -2.2223], [2.4399, -2.7688, -0.8830], [1.9287, -1.8826, -0.1674], [2.7948, -4.1193, -2.8571], [1.1761, -4.1597, -5.8158], [-0.1082, -2.3570, -4.7131], [3.2319, -3.3588, -0.4144], [3.5994, -4.6185, -2.3321], [0.9639, 0.3865, 0.9836], [1.2109, 0.8554, 2.0194], [1.5023, 1.3685, 3.1565], [2.6455, 0.8821, 3.9722], [3.5572, 2.0624, 4.2670], [2.8256, 3.1078, 4.8689], [1.8438, 3.6264, 4.0016], [0.8010, 2.5636, 3.6889], [3.1598, 0.0934, 3.4266], [2.2339, 0.4771, 4.8973], [4.0361, 2.4125, 3.3437], [4.3310, 1.7614, 4.9703], [2.3043, 3.9884, 3.0732], [1.3718, 4.4655, 4.5090], [0.0766, 2.9108, 2.9536], [0.2808, 2.2608, 4.5984], [-2.6571, -1.2957, -1.9221], [-1.7257, -0.3516, -0.6321], [-0.4978, 1.2702, -1.6446], [-1.9211, 1.8677, -1.3658], [-0.3728, 1.1366, -3.1675], [0.4782, 2.3544, -1.1562], [-2.6889, -0.2062, 0.9708], [-2.3306, 0.9059, 1.9541], [-2.3821, -1.5779, 1.6228], [-4.1867, -0.1214, 0.6360], [-3.5899, -0.7988, -2.1920], [-2.9277, -2.2645, -1.4919], [-2.0668, -1.4745, -2.8149], [-2.7856, 1.2669, -1.6861], [-1.9895, 2.7505, -2.0048], [-2.0598, 2.2048, -0.3397], [-1.1495, 0.5018, -3.5948], [0.5939, 0.7473, -3.4769], [-0.4856, 2.1318, -3.6033], [0.3000, 2.6303, -0.1178], [0.3308, 3.2470, -1.7700], [1.5249, 2.0660, -1.2669], [-1.2670, 0.9331, 2.1778], [-2.8565, 0.7206, 2.8936], [-2.6474, 1.8891, 1.6044], [-1.3334, -1.6682, 1.9160], [-2.6364, -2.4228, 0.9779], [-2.9890, -1.6773, 2.5253], [-4.4456, 0.8159, 0.1394], [-4.7532, -0.1592, 1.5693], [-4.5307, -0.9507, 0.0185]],
  "forces_ev_per_angstrom": [[0.28, -0.21, 0.00], [0.01, -0.01, -0.01], [-0.02, 0.01, -0.01], [0.01, -0.01, 0.00], [-0.01, 0.02, 0.00], [0.03, -0.02, 0.01], [-0.05, -0.01, -0.13], [-0.04, 0.03, 0.01], [-0.02, 0.00, 0.00], [0.13, -0.02, 0.12], [0.01, 0.01, 0.01], [0.00, 0.00, 0.00], [0.00, 0.00, 0.00], [0.00, -0.01, 0.00], [0.00, 0.00, 0.00], [-0.46, 0.16, -0.02], [0.22, -0.09, 0.02], [0.02, 0.01, -0.02], [0.00, -0.01, 0.01], [0.00, 0.01, 0.00], [0.00, 0.00, 0.00], [0.01, 0.00, 0.00], [0.00, 0.01, 0.01], [0.00, 0.00, -0.01], [0.00, -0.01, 0.00], [0.00, 0.00, 0.00], [0.00, 0.00, 0.00], [0.00, 0.00, 0.00], [0.00, 0.00, 0.00], [0.01, 0.00, 0.00], [-0.01, 0.00, 0.00], [-0.01, 0.02, 0.01], [-0.39, 0.12, -0.06], [0.36, 0.31, -0.18], [0.04, -0.09, 0.15], [-0.10, -0.12, 0.05], [-0.04, 0.04, 0.01], [0.06, -0.06, 0.03], [-0.01, -0.01, -0.03], [0.01, 0.02, 0.02], [-0.01, -0.01, 0.02], [0.00, 0.00, 0.02], [0.03, -0.02, -0.01], [0.00, 0.01, -0.01], [-0.05, 0.00, -0.01], [-0.03, -0.02, -0.02], [0.00, 0.00, 0.00], [0.05, -0.03, 0.00], [0.03, 0.02, 0.03], [-0.03, 0.00, 0.00], [0.02, -0.01, -0.01], [-0.04, 0.01, 0.01], [-0.02, -0.03, -0.02], [0.03, 0.00, 0.01], [-0.01, 0.01, 0.00], [0.01, 0.01, 0.00], [0.00, 0.00, 0.00], [0.01, -0.01, -0.01], [-0.01, 0.00, -0.01], [0.00, 0.00, -0.01], [0.00, 0.01, 0.00], [0.00, 0.00, 0.01]]
}

***

3.
{
  "formula": "C14H14N5O2PbS",
  "method": "ωB97M-V with the def2-TZVPD basis set",
  "total_charge": 1,
  "homo_ha": -0.449,
  "species": ["Pb", "O", "C", "N", "C", "O", "C", "C", "C", "C", "C", "N", "C", "C", "C", "C", "C", "N", "H", "H", "H", "H", "H", "H", "H", "H", "C", "N", "C", "N", "S", "H", "H", "H", "H", "H", "H"],
  "positions_angstrom": [[1.3818, 0.1821, -1.8375], [-2.6365, -0.7127, -3.2201], [-1.6752, -0.2431, -2.6695], [-0.5878, -0.9104, -2.1319], [-0.6411, -2.2732, -1.9024], [-1.4255, -3.0755, -2.3357], [0.4139, -2.7343, -0.9025], [0.3872, -4.0394, -0.4457], [1.2999, -4.4247, 0.5223], [2.2124, -3.4940, 1.0012], [2.1882, -2.2143, 0.4834], [1.3047, -1.8445, -0.4495], [-1.6114, 1.2598, -2.4315], [-2.7009, 2.0414, -2.7720], [-2.6693, 3.3935, -2.4734], [-1.5487, 3.9191, -1.8439], [-0.4951, 3.0764, -1.5503], [-0.5259, 1.7723, -1.8406], [-0.3520, -4.7138, -0.8546], [1.2989, -5.4376, 0.9025], [2.9368, -3.7584, 1.7588], [2.8886, -1.4529, 0.8080], [-3.5452, 1.5672, -3.2522], [-3.5085, 4.0292, -2.7221], [-1.4889, 4.9679, -1.5885], [0.4051, 3.4412, -1.0693], [0.8087, 1.2276, 4.3864], [1.5288, 1.4642, 3.1441], [1.1009, 1.1058, 1.9394], [-0.0633, 0.4592, 1.8492], [2.0500, 1.4853, 0.5694], [1.3990, 1.6205, 5.2077], [0.6594, 0.1600, 4.5586], [-0.1563, 1.7379, 4.3876], [2.4091, 1.9512, 3.1749], [-0.6283, 0.2616, 2.6578], [-0.4137, 0.2053, 0.9419]],
  "forces_ev_per_angstrom": [[0.18, 0.15, -0.20], [-0.01, 0.00, 0.02], [0.12, -0.04, 0.00], [-0.15, -0.04, 0.20], [0.05, 0.14, 0.01], [-0.04, -0.03, -0.01], [0.01, 0.06, 0.03], [-0.02, -0.10, 0.01], [-0.01, 0.04, -0.02], [0.01, -0.08, 0.04], [0.03, 0.05, -0.12], [-0.04, -0.07, 0.05], [0.01, -0.01, 0.06], [-0.06, 0.01, -0.04], [0.05, -0.02, 0.03], [-0.10, 0.06, -0.03], [0.13, -0.05, -0.07], [-0.08, -0.02, 0.00], [0.01, 0.01, 0.01], [0.00, 0.01, 0.00], [0.00, 0.02, -0.02], [-0.02, -0.01, 0.00], [0.01, 0.01, 0.01], [0.01, 0.00, 0.00], [0.01, -0.02, 0.00], [-0.02, -0.02, 0.00], [-0.02, -0.01, -0.01], [-0.01, 0.00, 0.06], [-0.12, -0.06, 0.02], [0.05, 0.03, -0.04], [0.03, 0.02, 0.11], [0.01, 0.01, -0.01], [0.01, 0.00, -0.02], [0.00, 0.01, -0.01], [0.01, 0.00, -0.03], [-0.03, -0.02, -0.01], [-0.03, -0.02, -0.01]]
}

***

4.
{
  "formula": "C3H4ClF",
  "method": "ωB97M-V with the def2-TZVPD basis set",
  "total_charge": 0,
  "de_lowest_kj_mol": 57.4,
  "homo_ha": -0.383,
  "smiles": "C=C[C@@H](F)Cl",
  "species": ["C", "C", "C", "F", "Cl", "H", "H", "H", "H"],
  "positions_angstrom": [[0.1524, 1.3109, 0.5741], [0.4392, 0.0555, 0.1688], [-0.3510, -0.9566, -0.5414], [-1.3433, -0.3304, -1.1966], [0.6136, -1.9788, -1.6002], [0.7622, 1.7277, 1.4163], [-0.6588, 1.9864, 0.3275], [1.2713, -0.2417, 0.7374], [-0.8856, -1.5730, 0.1139]],
  "forces_ev_per_angstrom": [[0.11, -0.27, 0.57], [-0.13, 2.17, 1.74], [0.18, 1.19, -0.37], [-0.87, 0.59, -1.44], [0.15, -0.12, -0.32], [-0.20, -0.40, -1.16], [-0.21, -0.49, -0.50], [1.13, -1.32, 0.17], [-0.16, -1.35, 1.31]]
}

***

5.
{
  "formula": "C4H6O2",
  "method": "ωB97M-V with the def2-TZVPD basis set",
  "total_charge": 0,
  "de_lowest_kj_mol": 218.5,
  "homo_ha": -0.358,
  "smiles": "O=C1CC(=O)C1.[H][H]",
  "species": ["O", "C", "C", "C", "O", "C", "H", "H", "H", "H", "H", "H"],
  "positions_angstrom": [[-0.3595, 1.9741, -1.2307], [-0.3536, 1.0510, -0.4651], [0.3772, 0.7853, 0.8595], [-0.4412, -0.5118, 0.9479], [-0.5414, -1.3677, 1.7823], [-1.1013, -0.2907, -0.4218], [0.2130, 1.5186, 1.6554], [1.4552, 0.6217, 0.7448], [-0.7786, -1.0044, -1.1890], [-2.1944, -0.2327, -0.4287], [1.9027, -1.0343, -1.4110], [1.8218, -1.5093, -0.8436]],
  "forces_ev_per_angstrom": [[0.01, -0.49, 0.38], [0.01, 0.38, -0.32], [0.07, 0.08, 0.07], [-0.02, -0.38, 0.34], [0.06, 0.44, -0.45], [-0.10, -0.04, -0.07], [-0.01, -0.10, -0.10], [-0.16, 0.01, 0.01], [-0.04, 0.11, 0.12], [0.14, 0.01, 0.03], [0.00, -0.05, 0.05], [0.03, 0.03, -0.06]]
}

***

6.
{
  "formula": "C5H30N3O8",
  "method": "ωB97M-V with the def2-TZVPD basis set",
  "s2": 0.76,
  "total_charge": 0,
  "spin_multiplicity": 2,
  "de_lowest_kj_mol": 381.6,
  "homo_ha": [-0.082, -0.256],
  "species": ["C", "C", "C", "C", "N", "C", "N", "N", "H", "H", "H", "H", "H", "H", "H", "H", "H", "H", "H", "H", "H", "H", "H", "H", "O", "H", "H", "O", "H", "H", "O", "H", "H", "O", "H", "H", "O", "H", "H", "O", "H", "H", "O", "H", "H", "O"],
  "positions_angstrom": [[2.6904, -2.3507, 1.2576], [1.9713, -0.9532, 1.3233], [0.7934, -0.8110, 2.4598], [0.6559, 0.6086, 2.8079], [0.4155, 3.5537, 2.0651], [-0.4327, 2.4536, 1.7103], [-0.2331, 1.1303, 1.7819], [1.1977, -0.5746, 0.0251], [3.7456, -2.3343, 1.5120], [2.4403, -2.8416, 0.2613], [2.3003, -3.0570, 1.9464], [2.6726, -0.1136, 1.4235], [-0.1688, -1.3659, 2.2305], [1.0393, -1.5210, 3.2512], [1.6751, 1.1596, 2.8884], [0.0035, 0.7723, 3.8594], [1.3930, 3.5165, 2.2117], [0.0127, 4.4751, 2.1984], [-1.4983, 2.5887, 1.5061], [0.6794, 0.2216, 0.2246], [1.9121, -0.5006, -0.7536], [0.6252, -1.2943, -0.2272], [-2.7819, -0.4986, 0.9490], [-1.6645, 0.1621, 0.3005], [-2.0239, -0.7228, 0.3082], [1.2265, 0.5700, -2.8249], [2.2614, 1.5972, -2.1084], [1.9795, 0.7577, -2.1845], [0.4003, -0.7676, -4.3112], [-0.7922, -0.6562, -3.3132], [0.1401, -0.1973, -3.6196], [-2.7631, -0.3593, -3.0108], [-2.1883, -1.1742, -1.9465], [-2.1878, -0.2734, -2.2956], [-2.8063, -3.0143, -0.0644], [-3.7685, -2.7061, -1.0933], [-2.8839, -2.7479, -1.0367], [0.9856, 3.9486, -1.7414], [1.0397, 3.5524, -0.2526], [1.2249, 3.2370, -1.2205], [-2.4630, 1.3604, -1.1596], [-3.7463, 1.9037, -0.4519], [-2.9414, 1.5024, -0.4071], [0.1646, -3.5172, -1.6202], [-0.6278, -2.1746, -1.3607], [0.3263, -2.5441, -1.4982]],
  "forces_ev_per_angstrom": [[-1.18, 0.55, -1.83], [-2.50, -0.23, 0.61], [1.90, -3.17, -0.44], [-1.81, 2.13, 1.61], [-1.42, -0.07, -0.64], [-0.96, -0.68, 0.65], [1.42, 1.27, -0.10], [6.09, -1.44, 0.55], [0.18, 0.37, -0.59], [0.93, 0.70, 0.97], [-0.84, -0.35, 0.95], [-0.15, -0.44, 0.27], [0.77, 1.38, -0.89], [0.97, 0.58, 0.67], [-1.42, -0.96, 0.25], [1.90, -0.47, -1.86], [0.69, -0.51, 0.20], [0.01, -0.59, -0.11], [0.45, 1.41, -0.42], [-1.42, 2.85, 0.58], [-1.32, 0.85, 0.50], [-1.98, -2.47, -0.55], [1.52, -0.80, -1.40], [0.80, 0.59, 0.29], [-1.57, -0.51, 2.03], [1.01, 0.68, 0.91], [0.85, 4.66, 0.20], [-1.19, -5.35, -0.81], [0.93, -0.88, -1.31], [3.08, 2.29, -0.45], [-4.07, -1.24, 1.12], [-1.76, 0.21, -2.10], [-0.46, -0.02, 1.05], [1.63, -0.38, 0.63], [0.52, 0.78, -1.84], [-5.22, 0.42, -0.93], [4.65, -1.70, 2.28], [-0.80, 2.34, -1.68], [0.36, -0.90, -2.27], [0.37, -1.24, 4.15], [1.12, -0.36, -3.44], [-2.98, 1.77, -0.98], [1.30, -0.46, 4.39], [0.19, 1.30, 0.19], [2.23, -1.14, -0.28], [-2.83, -0.80, -0.10]]
}